1.
91
Properties=species:S:1:pos:R:3:forces:R:3 method="wB97M-V/def2-TZVPD" e_tot_ha=-2591.7582 gap_ev=5.94 multiplicity=1 max_force_ha_per_bohr=0.069 homo_ev=-5.2 total_charge=-1
H -1.980066 -1.802660 -2.485704 0.5 1.1 -0.2
C 0.180651 5.372777 -5.908797 0.0 0.0 0.0
C -1.221592 -1.008584 -2.713466 1.3 -0.5 0.1
H -2.478722 -3.844493 0.889053 1.4 0.1 0.2
C 0.561082 -2.802999 -2.192354 0.5 0.5 0.7
H 3.891847 1.521889 -1.132818 0.1 -0.1 0.2
H 1.407915 1.663074 -4.282528 -0.7 -0.8 0.9
C 0.642074 1.038947 -3.746593 -1.0 -0.7 0.4
C 5.827124 2.118262 -1.824386 0.2 0.0 0.2
C 5.403529 1.333638 0.401764 0.5 0.2 -0.5
C 7.170506 2.276729 -1.505013 0.0 0.0 0.0
O -1.555226 -0.086526 5.384666 -0.1 0.6 0.6
H 0.141443 -2.110434 0.419062 -0.9 -0.5 -0.2
H -2.101656 -1.330417 1.820159 0.0 -1.2 0.5
C 0.997455 4.889026 -6.924235 0.1 0.0 -0.1
C -0.691681 1.355275 -3.807013 0.3 -0.7 -0.1
H 1.051930 -1.155207 2.140240 -1.0 0.3 0.8
H 1.123230 8.634625 -5.953126 0.0 -0.1 -0.1
C -3.888973 -8.989280 3.375019 -0.2 0.2 0.0
H -1.102667 -1.775383 4.355673 0.9 -0.9 -1.4
C -0.427344 -3.520059 -1.160636 0.6 0.0 -0.5
C -1.243596 4.817400 5.334233 0.0 0.0 0.0
O 2.292315 -0.270694 -2.508295 -1.4 0.0 -0.7
C -5.705207 -7.622924 4.179060 0.2 -0.1 -0.1
C -4.296039 -6.833813 2.407041 -0.1 -0.5 0.5
C -0.802044 -2.620774 0.078087 -0.3 -0.6 0.0
N 2.702986 5.263693 -8.672047 0.1 -0.1 -0.2
O 3.311984 0.648267 1.077625 0.4 0.1 0.1
C 4.936430 1.644324 -0.869810 -0.3 0.0 -0.1
H -1.258698 5.168748 7.453920 0.0 -0.1 0.0
C 0.249954 -0.849782 2.883218 0.7 -0.4 0.3
H -5.235861 -9.574688 4.941910 0.0 0.1 0.0
N 4.472093 0.811760 1.408176 -0.4 -0.2 0.3
O 4.916250 0.567675 2.520897 -0.1 0.1 -0.3
H 8.676400 2.096904 0.017206 -0.1 0.0 0.0
O 2.607681 4.086291 -8.974703 0.1 0.4 0.0
N -3.953880 -5.800216 1.424358 0.1 0.3 -0.3
C -1.366635 2.516944 4.637409 0.0 -0.1 -0.2
O -1.379529 3.673075 -3.903548 0.5 -1.3 0.1
H 7.864974 2.639804 -2.255238 -0.1 0.0 0.1
H -1.533910 -1.792257 -0.171328 1.0 -1.0 0.0
H -5.950117 -5.718422 3.233060 0.2 0.0 -0.2
O -1.619176 0.407455 7.487046 0.0 0.1 -0.4
H 5.474103 2.360706 -2.819773 0.0 0.0 0.1
C -3.548978 -8.004008 2.457132 0.1 -0.1 -0.1
H 0.951864 3.838913 -7.186573 0.0 0.1 -0.1
H 0.823887 -0.501457 3.798118 -0.7 -0.1 -1.1
H -1.418359 2.780403 8.032547 0.0 -0.2 -0.2
H -1.315554 -3.911095 -1.737027 0.7 0.5 0.8
C 1.854791 5.763483 -7.585510 -0.4 0.1 0.5
C -1.918241 -2.318047 2.350857 1.3 0.0 -0.2
H 7.110073 1.263139 1.724173 -0.2 0.0 0.0
H -1.241420 4.177126 3.283638 0.0 -0.1 0.1
H -3.314945 -9.907364 3.420988 0.0 0.1 0.0
N -1.539921 0.710995 6.307332 0.0 -0.4 0.1
O -4.619356 -4.777654 1.421425 0.2 -0.4 0.0
H 0.142069 -4.430754 -0.790443 -0.7 1.0 -0.4
C 6.743743 1.498806 0.732752 0.1 0.0 0.1
H -0.495262 4.700151 -5.386346 0.0 0.1 -0.1
C -0.681788 -2.050226 3.334429 -0.8 0.6 -0.2
H -1.393508 1.783552 3.840696 0.0 -0.1 0.2
H 1.574424 -2.715990 -1.685035 -1.1 0.1 -0.6
C 1.912287 7.109630 -7.239709 0.1 0.2 -0.1
H -0.062101 -2.988028 3.331991 -0.6 0.9 0.5
H -6.544597 -7.478868 4.849329 0.1 0.0 -0.1
H 2.582138 7.792059 -7.748076 0.0 -0.2 -0.1
C 0.225904 6.719051 -5.565250 0.1 0.0 -0.1
H -2.874066 -2.569806 2.885699 1.0 0.0 -0.3
H 0.741463 -3.457115 -3.097595 -0.4 0.8 0.8
C -1.500148 -3.433323 1.267550 -0.9 2.1 -0.3
H -1.180717 5.870954 5.083874 0.0 -0.1 0.0
O -3.026587 -6.023708 0.664923 -0.5 -0.2 0.2
H -2.708711 -8.162098 1.792417 -0.1 0.2 0.0
H -0.829022 -4.218573 1.710783 -0.8 0.6 -0.4
C -1.279077 3.866242 4.321119 0.0 0.0 0.2
C -5.369521 -6.631973 3.265759 -0.1 0.1 0.0
H -0.418199 7.095434 -4.777573 0.0 -0.1 0.0
C 7.628099 1.970440 -0.227986 -0.2 0.0 -0.1
C -1.379987 3.076596 6.991591 0.0 0.0 0.2
O -1.696937 2.482848 -5.796188 1.6 -0.7 3.1
C 0.111108 -1.363415 -2.604414 -1.5 1.2 -0.8
O 3.457879 6.057081 -9.218038 -0.2 -0.3 0.1
C -4.967847 -8.800228 4.231185 0.0 0.0 0.0
C -1.723657 0.417527 -3.074374 0.5 0.4 0.0
O -2.843399 0.810070 -2.778746 1.5 -0.9 -0.5
H -0.299946 0.015113 2.419879 0.4 -0.8 0.6
C 1.136477 -0.204213 -2.926099 0.1 0.2 0.1
C -1.289617 4.423720 6.667388 0.0 -0.1 -0.2
C -1.295166 2.608021 -4.565434 -1.4 0.8 -2.1
C 1.091526 7.585677 -6.226769 0.0 -0.2 0.0
C -1.422438 2.133234 5.972137 0.0 0.7 -0.2



2.
77
Properties=species:S:1:pos:R:3:forces:R:3 method="wB97M-V/def2-TZVPD" e_tot_ha=-1866.1507 relative_energy_ev=0.000 gap_ev=7.98 multiplicity=1 max_force_ha_per_bohr=0.058 homo_ev=-10.2 total_charge=+1
C 2.761541 2.266037 3.156298 0.2 -0.1 -0.3
C -2.552727 -1.538157 -3.246747 1.1 0.2 0.0
C 0.663249 -3.085531 -2.501882 0.3 -0.4 0.1
H -0.789175 -0.631010 2.751522 -0.1 0.2 -0.2
C 0.809683 -1.480085 1.170325 0.1 -0.8 -0.1
H 1.237053 4.723830 -4.152621 -0.1 -0.1 0.2
C 1.741437 1.744137 2.370730 -0.4 -0.3 -0.4
H 1.606376 -2.541587 -2.378920 -0.2 -0.2 0.0
H -5.420767 -0.261552 -4.505962 0.4 0.0 0.1
P 0.662888 0.119946 0.310787 -1.0 -0.2 2.8
H 2.107629 -2.816489 4.050320 0.0 0.0 -0.3
C -2.229876 2.753608 1.555559 0.1 -0.3 -0.2
C -2.677242 2.169851 2.745440 0.1 0.1 0.0
C -0.484817 -2.156510 -2.583786 -0.5 1.2 0.3
H -2.250569 1.712452 -2.290118 -0.1 -0.1 -0.3
C 1.421793 2.427557 -1.631705 -0.3 0.2 0.1
H -3.367307 3.794548 3.963072 -0.1 -0.1 0.0
H 2.538937 2.799587 4.079719 -0.1 0.0 -0.3
C -0.792379 0.837246 1.137600 -0.5 0.3 0.1
H -4.604406 3.056418 2.930615 0.1 0.0 0.2
C -1.861543 -3.887976 -3.760321 0.1 -0.2 0.0
C 0.490658 -0.006247 -1.503720 0.6 0.3 -1.6
C -0.116537 -3.677934 1.634838 0.2 0.2 -0.1
H 5.768662 3.436555 2.921001 -0.1 -0.1 0.2
H 1.850035 2.341419 -0.627397 -0.3 0.1 -0.6
C 2.018727 1.009498 1.194953 1.0 0.4 -0.2
H -0.805470 -4.494671 1.409967 0.2 0.3 -0.1
C 0.702392 -3.802998 2.760416 -0.2 0.0 0.0
H -4.338146 1.811518 -3.629334 0.1 -0.4 0.2
C -2.647107 0.809964 -2.750507 -0.5 -0.1 0.0
H -1.004635 2.548498 -0.201236 0.0 -0.1 0.2
C -3.847259 0.845741 -3.478727 0.2 0.3 0.5
H 2.152507 4.438722 -1.835327 0.0 -0.2 -0.1
C 5.182082 2.770801 3.566262 0.1 0.0 0.1
C -3.768306 -1.534353 -3.911046 -0.8 0.8 -0.1
C -1.959669 -0.405477 -2.610202 -0.5 -0.5 -0.2
C 1.083577 3.800025 -3.599802 -0.2 -0.4 0.1
C 1.527599 -2.746036 3.129413 -0.1 0.0 -0.3
H 5.447882 1.163356 1.438562 -0.3 0.0 -0.2
C 3.381901 0.801267 0.855347 -0.4 0.1 0.2
H -0.078359 2.851434 -5.169891 0.3 0.0 0.1
H 0.721334 -3.700278 -3.412873 0.1 0.3 0.3
C 0.379619 2.744671 -4.188391 0.3 -0.1 0.2
H -0.698825 -2.464477 -0.046249 0.1 0.1 0.3
C 4.090480 2.110642 2.777408 0.0 -0.1 0.1
H 0.721833 1.899860 2.714910 0.2 -0.1 -0.2
H 3.650477 0.217099 -0.027106 -0.1 0.1 0.2
C 0.690177 1.379632 -2.208823 0.4 -0.4 0.0
H -1.775182 -4.651921 -2.978218 0.0 0.1 -0.2
H 5.869363 2.029217 3.991115 -0.1 0.1 -0.1
C -4.448439 -0.309494 -4.010057 0.7 -0.6 0.2
H -2.877137 -3.915431 -4.153134 0.2 -0.1 0.1
H 0.884551 -5.919985 2.909368 0.0 0.0 0.2
C -1.321837 2.083118 0.733488 0.1 -0.1 0.3
H -2.610532 3.747430 1.295701 0.1 -0.5 -0.1
C 0.251148 1.520422 -3.528052 -0.3 0.1 -0.1
H 4.752830 3.359152 4.382184 0.2 -0.1 -0.1
C 1.608487 3.630224 -2.317639 -0.1 -0.1 -0.2
H -0.300110 -5.219556 4.018017 0.1 0.0 0.0
H 1.397504 -0.584344 -1.752102 0.0 0.1 0.1
N -1.616607 -2.563149 -3.226918 -0.4 0.0 0.3
H -2.439750 0.548414 4.138845 0.1 0.0 -0.4
H 0.540816 -3.778232 -1.653212 0.2 0.2 -0.2
C -1.214628 0.295261 2.372703 0.2 0.0 -0.2
H -1.171236 -4.116389 -4.579186 -0.1 0.0 0.1
H 1.436409 -5.024863 4.347717 -0.1 -0.1 0.0
C -3.734119 2.844829 3.559984 0.0 0.1 0.1
H 2.258004 -0.808028 2.668376 -0.2 -0.2 -0.2
H -4.169454 -2.441590 -4.365284 0.0 0.4 0.1
H -0.227939 0.679573 -4.045774 0.2 0.5 0.3
C 0.681940 -5.064761 3.560705 -0.1 -0.1 0.1
C -0.653000 -0.836094 -2.126363 0.3 -0.5 0.1
C 1.600564 -1.608540 2.336134 -0.1 0.3 -0.2
C -0.060438 -2.538885 0.835380 0.1 0.0 0.1
H -4.031009 2.196745 4.386675 -0.1 0.2 0.0
C -2.137562 0.957974 3.171666 0.0 0.1 -0.4
C 4.391971 1.334365 1.655503 -0.2 0.0 -0.2